Record 1
Here is a cluster of 3 separate species, C27H38F2N2O10P in total in a non-equilibrium geometry from the Open Molecules 2025 dataset. Energies are from ωB97M-V/def2-TZVPD.

```
! wB97M-V def2-TZVPD RIJCOSX def2/J DEFGRID3
* xyz 1 1
C -2.837 -2.396 -2.232
C -1.536 -2.193 -2.063
C -0.077 -2.136 -1.389
C 0.443 -0.654 -1.033
F 1.665 -0.964 -0.247
N 1.057 0.120 -2.181
C 0.660 1.403 -2.185
C 1.238 2.403 -3.305
F 0.361 3.550 -3.390
C 1.577 1.712 -4.727
C 0.435 1.895 -5.859
C -0.353 1.634 -0.953
C -1.802 2.313 -1.301
C -2.636 1.513 -2.425
O -2.185 1.802 -3.803
C -4.241 1.823 -2.252
N -5.037 0.560 -1.961
P 0.397 3.001 0.176
O 0.487 4.374 -0.568
O 2.040 2.620 0.601
O -0.608 3.257 1.546
C -0.363 0.283 -0.001
C -1.777 -0.191 0.601
C -1.730 -1.553 1.453
C -3.023 -2.492 1.338
C -3.166 -3.890 2.054
C -1.931 -4.379 2.924
C -2.076 -5.839 3.614
C -0.640 -3.435 3.067
C -0.497 -2.029 2.346
H -3.907 -2.649 -2.600
H 0.024 -2.769 -0.427
H 0.659 -2.610 -2.156
H 1.713 -0.406 -2.781
H 2.253 2.808 -2.891
H 1.822 0.587 -4.668
H 2.551 2.222 -5.119
H -0.452 2.556 -5.555
H 0.978 2.261 -6.822
H 0.033 0.834 -6.131
H -1.566 3.362 -1.756
H -2.389 2.524 -0.329
H -2.521 0.373 -2.294
H -2.231 0.921 -4.259
H -4.373 2.495 -1.323
H -4.714 2.264 -3.209
H -5.198 0.029 -2.832
H -4.569 -0.012 -1.237
H 2.413 3.528 0.817
H -0.118 3.063 2.389
H 0.433 0.599 0.793
H -2.581 -0.281 -0.226
H -2.160 0.661 1.304
H -3.921 -2.156 0.684
H -4.129 -4.522 1.898
H -3.038 -5.959 4.236
H -1.104 -6.029 4.197
H -2.134 -6.602 2.732
H 0.221 -3.857 3.704
H 0.430 -1.350 2.418
C 3.357 7.534 3.368
C 2.444 6.367 3.148
O 3.131 5.602 2.169
C 4.452 5.927 2.262
O 5.335 5.342 1.694
O 4.640 6.997 3.082
H 3.313 7.910 4.391
H 3.157 8.358 2.677
H 2.319 5.758 4.049
H 1.461 6.670 2.785
C 3.265 -5.122 2.243
C 3.696 -6.513 1.888
O 2.957 -7.319 2.793
C 1.864 -6.599 3.166
O 0.942 -7.040 3.794
O 1.948 -5.311 2.736
H 3.265 -4.453 1.380
H 3.879 -4.682 3.034
H 3.421 -6.787 0.865
H 4.769 -6.664 2.020
*
```

highest occupied orbital energy: -10.6 eV
gap between HOMO and LUMO: 0.220 Eh
LUMO: -4.6 eV
electronic energy: -2454.02546 hartree

Record 2
Here is a cluster of 12 separate species, H24O12 in total from the Open Molecules 2025 dataset. Energies are from ωB97M-V/def2-TZVPD.

```
! wB97M-V def2-TZVPD RIJCOSX def2/J DEFGRID3
* xyz 0 1
O -0.365 21.509 -14.459
H -1.145 21.381 -15.006
H -0.361 20.748 -13.857
O -5.530 21.318 -11.678
H -5.792 21.512 -12.584
H -4.630 21.694 -11.616
O -1.293 20.014 -12.144
H -1.017 19.124 -11.862
H -2.193 20.112 -11.808
O 1.738 16.228 -11.227
H 1.045 16.910 -11.215
H 1.834 15.979 -12.150
O -4.181 18.883 -13.238
H -3.495 18.273 -13.527
H -4.054 18.974 -12.274
O -0.564 22.672 -9.919
H -0.638 23.630 -9.949
H -1.415 22.350 -10.245
O -3.749 19.489 -10.489
H -3.971 18.866 -9.788
H -4.475 20.137 -10.485
O 1.483 19.160 -13.280
H 1.358 18.552 -14.014
H 2.270 19.667 -13.511
O -0.826 17.324 -11.226
H -1.650 17.496 -10.756
H -1.075 16.755 -11.964
O -3.888 21.408 -14.443
H -3.817 20.550 -13.981
H -3.978 21.184 -15.373
O -2.974 22.486 -11.923
H -2.653 22.324 -12.825
H -3.111 23.439 -11.881
O 1.186 20.775 -11.076
H 0.534 21.322 -10.614
H 0.718 20.469 -11.860
*
```

SMILES string: O.O.O.O.O.O.O.O.O.O.O.O
highest occupied orbital energy: -9.6 eV
gap between HOMO and LUMO: 0.342 Eh
energy above the lowest of the compared OMol25 structures with the same formula, charge and spin: 1.210 eV
LUMO: -0.3 eV
electronic energy: -917.28090 hartree

Record 3
Here is a structure of composition C4H8 in a non-equilibrium geometry from the Open Molecules 2025 dataset. Energies are from ωB97M-V/def2-TZVPD.

```
! wB97M-V def2-TZVPD RIJCOSX def2/J DEFGRID3
* xyz 0 1
C 1.377 -1.204 0.070
C 0.663 -0.142 -0.408
C -1.467 0.145 0.231
C -0.717 1.226 0.042
H 1.247 -2.206 -0.262
H 2.331 -1.131 0.693
H -0.405 -0.172 -0.777
H 1.013 0.784 -0.073
H -1.448 -0.256 1.110
H -1.946 -0.528 -0.481
H -0.066 1.588 0.749
H -0.582 1.896 -0.892
*
```

highest occupied orbital energy: -7.7 eV
gap between HOMO and LUMO: 0.318 Eh
energy above the lowest of the compared OMol25 structures with the same formula, charge and spin: 6.792 eV
LUMO: 0.9 eV
electronic energy: -156.93434 hartree

Record 4
Here is a cluster of 7 separate species, C35H72N4O17P3 in total in a non-equilibrium geometry from the Open Molecules 2025 dataset. Energies are from ωB97M-V/def2-TZVPD.

```
! wB97M-V def2-TZVPD RIJCOSX def2/J DEFGRID3
* xyz 1 1
C -1.414 -4.616 0.347
C -1.503 -4.032 -1.089
P -0.744 -2.353 -1.198
C 0.738 -2.261 -0.093
C 1.844 -1.482 -0.833
C -2.062 -1.230 -0.593
N -3.033 -1.631 0.234
C -3.826 -0.560 0.394
N -4.934 -0.555 1.137
P -5.982 0.830 1.308
P -7.881 -0.214 1.567
O -7.885 -1.543 0.930
O -8.044 -0.368 3.139
O -9.042 0.690 1.036
N -3.329 0.471 -0.298
N -2.203 0.054 -0.935
C -1.429 0.920 -1.821
C -0.221 1.630 -1.144
C 0.070 1.233 0.278
O -0.715 2.048 1.167
C -0.539 1.842 2.498
C 0.655 1.092 3.033
O -1.356 2.321 3.270
H -0.436 -5.069 0.481
H -1.504 -3.806 1.064
H -2.202 -5.333 0.546
H -2.558 -3.913 -1.319
H -1.009 -4.668 -1.813
H 1.099 -3.265 0.110
H 0.490 -1.807 0.864
H 2.564 -1.034 -0.158
H 1.365 -0.721 -1.439
H 2.324 -2.155 -1.536
H -5.198 -1.413 1.596
H -6.041 1.369 -0.005
H -8.060 -1.317 3.318
H -9.866 0.394 1.498
H -3.712 1.399 -0.367
H -1.100 0.296 -2.640
H -2.095 1.674 -2.204
H -0.320 2.706 -1.233
H 0.664 1.366 -1.717
H -0.085 0.181 0.488
H 1.127 1.426 0.458
H 0.488 0.883 4.080
H 0.883 0.165 2.513
H 1.554 1.704 2.976
O 4.478 1.499 -1.532
C 5.456 0.798 -1.581
O 5.532 -0.256 -0.757
C 6.549 -1.268 -0.836
C 7.796 -0.862 -0.083
C 6.623 1.122 -2.477
H 6.756 -1.528 -1.874
H 6.117 -2.154 -0.375
H 8.250 0.035 -0.507
H 8.528 -1.669 -0.109
H 7.553 -0.637 0.956
H 7.271 1.834 -1.967
H 6.237 1.575 -3.388
H 7.204 0.253 -2.777
O -4.642 5.603 7.963
C -4.313 5.575 6.812
O -3.537 4.564 6.377
C -3.241 4.334 4.996
C -2.058 5.163 4.542
C -4.677 6.692 5.860
H -4.125 4.493 4.376
H -2.993 3.279 4.919
H -2.262 6.232 4.620
H -1.807 4.935 3.507
H -1.190 4.956 5.167
H -3.947 7.494 5.961
H -5.658 7.069 6.140
H -4.738 6.386 4.818
O 8.041 -4.269 -1.206
C 9.045 -4.897 -1.009
O 10.000 -4.363 -0.228
C 11.150 -5.089 0.220
C 12.267 -5.057 -0.801
C 9.293 -6.224 -1.685
H 10.877 -6.106 0.506
H 11.471 -4.586 1.130
H 11.974 -5.540 -1.734
H 13.151 -5.565 -0.415
H 12.530 -4.027 -1.040
H 9.703 -6.043 -2.678
H 8.340 -6.737 -1.784
H 9.956 -6.886 -1.134
O -10.772 -1.085 2.062
C -11.348 -1.758 1.233
O -12.487 -1.296 0.728
C -13.172 -1.903 -0.379
C -14.079 -3.027 0.074
C -10.848 -3.119 0.843
H -12.461 -2.222 -1.142
H -13.767 -1.106 -0.819
H -13.517 -3.837 0.537
H -14.631 -3.433 -0.773
H -14.790 -2.663 0.814
H -11.213 -3.849 1.566
H -9.761 -3.098 0.872
H -11.138 -3.424 -0.159
O 8.613 2.670 -0.121
C 9.754 3.022 -0.244
O 10.533 2.394 -1.142
C 11.844 2.843 -1.500
C 12.896 2.324 -0.542
C 10.351 4.088 0.643
H 11.868 3.929 -1.594
H 12.025 2.441 -2.495
H 12.737 2.695 0.471
H 13.891 2.629 -0.867
H 12.860 1.236 -0.497
H 10.682 3.628 1.573
H 9.576 4.817 0.865
H 11.179 4.629 0.191
O -3.274 1.198 -3.939
C -4.455 1.163 -4.194
O -4.867 1.624 -5.372
C -6.207 1.472 -5.867
C -7.118 2.571 -5.363
C -5.479 0.690 -3.188
H -6.590 0.476 -5.642
H -6.120 1.535 -6.949
H -7.216 2.551 -4.277
H -8.112 2.470 -5.799
H -6.716 3.548 -5.632
H -5.740 1.523 -2.535
H -5.036 -0.108 -2.596
H -6.384 0.286 -3.633
*
```

highest occupied orbital energy: -10.9 eV
gap between HOMO and LUMO: 0.326 Eh
LUMO: -2.1 eV
electronic energy: -3898.87820 hartree

Question: highest occupied orbital energy of number 4 (C35H72N4O17P3)?
Answer: -10.9 eV

Question: Which of these has the lowest LUMO?
Answer: C27H38F2N2O10P

Question: What is the highest occupied orbital energy in the fourth record?
Answer: -10.9 eV